The following is a quantum chemistry calculation of 3 unconnected molecules or ions with the total composition C6H16O2 at a distorted geometry, from OMol25.

The geometry in XYZ format:
```
24
Properties=species:S:1:pos:R:3:forces:R:3:lowdin_charge:R:1
C 0.922181 -1.322409 -2.635366 -0.11 -0.11 0.41 -0.10
C 0.793601 0.094102 -2.055767 0.35 0.12 -0.12 -0.22
C -0.385029 0.268488 -1.126829 0.35 -0.37 -0.57 -0.32
C -1.343236 1.131029 -1.434946 -0.32 0.03 0.47 -0.14
C -2.534198 1.437203 -0.574919 -0.06 0.49 -0.39 -0.10
C -0.426167 -0.629170 0.086955 -0.78 1.55 0.50 -0.05
H 0.564466 -2.090770 -1.939473 -0.23 0.21 -0.19 0.07
H 0.370652 -1.374998 -3.562942 -0.32 -0.26 -0.17 0.07
H 1.934883 -1.633568 -2.845727 0.47 0.27 -0.15 0.06
H 0.738664 0.823507 -2.871630 -0.21 -0.13 0.04 0.10
H 1.717122 0.380763 -1.549103 0.08 -0.19 0.35 0.11
H -1.254625 1.707355 -2.345853 0.06 0.08 -0.10 0.10
H -3.425788 1.573834 -1.184300 -0.10 -0.04 -0.11 0.07
H -2.382089 2.399087 -0.070610 -0.02 -0.16 0.14 0.08
H -2.765860 0.680338 0.162109 0.12 -0.15 0.22 0.06
H 0.394535 -1.322061 0.090301 -0.08 -0.69 0.00 0.06
H -0.339557 -0.019068 0.994776 0.34 0.08 -0.04 0.09
H -1.442023 -1.020125 0.222218 0.49 -0.74 -0.26 0.08
H -1.042288 2.003518 5.223937 -0.13 0.01 0.09 0.03
H -2.207591 1.050437 5.577491 0.11 0.15 -0.01 0.03
O -1.399641 1.126552 5.059473 0.02 -0.16 -0.10 -0.06
H 3.001491 -1.527513 1.114163 -0.06 -0.15 -0.19 0.02
H 4.414000 -1.324063 1.557519 0.16 -0.16 -0.16 0.04
O 3.898854 -1.808568 0.900131 -0.12 0.32 0.35 -0.06
```
Forces are in eV/Å.

Output
relative energy (zero: lowest compared OMol25 entry of this formula, charge and spin): 17.5 kcal per mole
multiplicity: 1
max |F|: 1.81 eV/Å
electronic energy: -10575.78071 eV
structure (SMILES): C/C=C(\C)CC.O.O
orbital gap: 0.3477 Ha

---

The following is a quantum chemistry calculation of C2H3BO3 in the gas phase at a distorted geometry, from OMol25.

The geometry in XYZ format:
```
9
Properties=species:S:1:pos:R:3:forces:R:3:lowdin_charge:R:1
B -0.156539 -0.810408 -0.194565 -0.37 -1.01 -0.40 -0.95
C -1.388544 2.265586 -0.717983 -0.84 0.82 0.17 0.13
C -1.427480 1.078589 -0.645976 0.84 -0.77 -0.01 -0.20
O 0.853556 -0.124991 0.274368 2.30 0.48 1.28 0.28
O -0.224436 -2.143396 -0.288740 -0.57 -1.46 -0.22 0.25
O -1.239647 -0.190260 -0.636918 -2.76 0.49 -1.15 0.24
H -1.845819 3.194205 -0.561903 0.14 0.94 -0.10 0.02
H 1.379949 -0.843865 0.645411 0.87 0.74 0.32 0.13
H 0.559047 -2.664267 -0.165690 0.40 -0.23 0.11 0.11
```
Forces are in eV/Å.

Output
relative energy (zero: lowest compared OMol25 entry of this formula, charge and spin): 47.6 kcal per mole
multiplicity: 1
max |F|: 3.03 eV/Å
electronic energy: -8942.34200 eV
structure (SMILES): C#COB(O)O
orbital gap: 0.3564 Ha